# 1
{"formula": "C36H70O36", "method": "the ωB97M-V functional and the def2-TZVPD basis", "smiles": "COC(=O)OC.COC(=O)OC.COC(=O)OC.COC(=O)OC.COC(=O)OC.COC(=O)OC.COC(=O)OC.COC(=O)OC.COC(=O)OC.COC(=O)OC.COC(=O)OC.O=C1OCCO1", "e_above_lowest_kcal_mol": 70.1, "e_lumo_ev": 0.258, "elements": ["O", "C", "O", "O", "H", "H", "C", "H", "H", "H", "C", "H", "C", "C", "C", "O", "H", "H", "C", "C", "H", "H", "O", "H", "H", "O", "O", "H", "O", "H", "H", "H", "H", "H", "H", "H", "C", "C", "H", "C", "H", "O", "H", "O", "H", "H", "C", "H", "H", "H", "H", "O", "H", "H", "C", "H", "O", "H", "C", "C", "O", "H", "C", "O", "H", "H", "C", "H", "C", "O", "H", "H", "H", "H", "H", "H", "H", "H", "O", "H", "O", "C", "C", "C", "O", "H", "O", "O", "O", "H", "H", "H", "C", "C", "C", "H", "H", "O", "O", "O", "H", "C", "C", "H", "H", "C", "H", "C", "O", "O", "H", "O", "O", "H", "C", "C", "H", "O", "C", "O", "H", "H", "O", "H", "H", "O", "O", "H", "H", "H", "H", "C", "H", "H", "O", "H", "C", "O", "C", "O", "C", "C"], "xyz": [[5.292, -2.544, 4.702], [-10.962, -3.705, 1.085], [-4.907, -5.240, -6.962], [8.139, 8.698, 6.749], [-0.733, 15.439, -7.244], [1.701, 1.636, -1.015], [-3.392, -7.090, -8.080], [1.554, 5.725, -9.301], [1.458, -1.946, 4.494], [-2.169, 14.767, -8.158], [0.996, 2.353, -0.593], [6.558, 10.864, 9.704], [-5.355, 6.529, 6.653], [9.711, 1.931, -2.594], [2.634, 2.665, -8.590], [9.547, 1.083, -3.651], [-5.818, -3.956, 6.900], [7.166, 7.376, 5.519], [8.746, -7.626, -5.910], [-9.698, -8.338, 0.732], [-3.792, -10.039, 3.199], [-0.788, 10.528, -4.376], [-3.243, -9.353, 1.370], [2.125, -0.458, -8.799], [-8.938, -8.477, 1.502], [-0.899, 13.360, -7.437], [9.109, 2.976, -2.421], [-2.045, -8.203, -1.124], [-2.573, 13.699, -5.883], [11.502, 0.298, -4.182], [-3.317, -0.619, -1.334], [-4.102, -3.353, 6.940], [-3.768, -7.928, -0.650], [1.605, 2.747, 0.221], [5.376, -4.090, -3.677], [-5.506, 5.075, 3.670], [7.305, 8.935, 7.841], [-10.229, -5.957, 0.530], [-4.308, 0.674, -0.547], [6.241, -3.561, 4.446], [9.013, -7.618, -6.967], [6.201, 8.459, 7.965], [-5.428, -2.245, 6.505], [-4.043, -4.692, 9.295], [6.974, 9.382, 10.472], [1.864, -1.666, 6.254], [-1.046, 1.047, -0.909], [-3.688, -3.724, 11.794], [-11.363, -3.420, 0.113], [8.464, -8.608, -5.531], [-4.989, 4.306, 5.116], [-2.951, -5.770, -7.994], [-5.050, -2.560, -6.917], [1.722, -0.370, 5.012], [-4.975, 5.267, 4.603], [-3.610, 6.207, 9.072], [7.712, -6.661, -3.515], [-3.929, 5.504, 4.409], [2.303, 0.405, -8.156], [10.611, 0.075, -3.596], [6.134, -5.666, -4.857], [8.356, 8.489, 4.847], [-3.602, -10.366, 2.177], [2.381, 1.516, -9.093], [0.841, 3.132, -1.339], [-9.942, -3.337, 0.975], [2.078, 4.933, -8.765], [7.211, -3.064, 4.458], [-1.569, 11.157, -4.805], [-4.420, 5.677, 7.181], [-3.919, 4.575, 8.765], [-11.405, -3.259, 1.976], [10.329, -0.764, -1.694], [-3.434, 1.019, -1.949], [-1.913, 11.890, -4.075], [6.179, -4.338, 5.208], [-0.465, 14.624, -8.856], [-5.091, -2.623, -8.640], [-10.358, -7.120, 1.128], [1.522, 4.924, -7.828], [3.548, -3.786, 5.281], [-2.739, -7.578, -0.562], [-4.761, -3.893, 11.714], [-4.823, -3.704, 9.449], [2.018, 3.623, -9.362], [-2.767, -11.038, 2.377], [-11.045, -5.139, 1.185], [-1.084, 11.884, -5.944], [-0.324, 1.834, -0.192], [-2.625, -7.657, -8.608], [6.731, 9.106, 5.396], [-4.720, -4.978, 11.614], [2.053, -1.388, 5.217], [-2.611, -8.211, 1.792], [-4.345, 5.563, 8.588], [3.118, 0.341, -7.435], [8.108, 10.738, 10.417], [-9.531, -5.687, -0.452], [-5.375, -3.389, 10.587], [10.532, 1.335, -1.702], [-4.390, -11.023, 1.810], [-3.365, 0.428, -1.035], [-5.154, -3.116, 7.100], [9.578, -7.195, -5.354], [11.985, -0.053, -1.999], [7.234, -6.466, -4.622], [5.573, -5.579, -2.866], [4.086, -2.716, 5.107], [3.434, -1.476, 4.925], [3.265, 2.842, -7.570], [1.368, 0.363, -7.596], [-5.978, 7.470, 7.288], [-5.391, -2.877, 8.421], [-5.325, -3.502, 12.561], [10.908, 0.052, -2.128], [5.291, -5.165, -3.834], [10.225, -0.912, -3.853], [-2.167, 0.798, -0.301], [7.542, 8.398, 5.566], [-5.636, 6.270, 5.343], [6.202, -4.165, 3.539], [-10.413, -9.160, 0.711], [-2.386, -7.938, 2.972], [-3.823, -1.715, -7.768], [-2.680, -6.576, -0.986], [7.950, 9.700, 8.657], [7.674, -6.814, -5.750], [-4.409, -7.203, -8.456], [-3.565, -7.577, -7.121], [-5.342, 5.640, 9.020], [3.119, 5.205, -8.586], [-1.635, 13.036, -6.351], [-2.391, 10.453, -4.932], [-9.256, -8.329, -0.264], [-2.302, -7.447, 0.772], [4.243, -5.437, -3.963], [-3.867, -4.933, -7.518], [-0.845, 0.646, -2.066], [-1.097, 14.713, -7.972], [-3.526, -3.733, -7.866], [7.385, 10.166, 9.835], [-4.405, -2.637, -7.793]], "forces_ev_per_a": [[2.06, 1.50, -0.81], [0.90, -0.28, -1.34], [1.05, 0.04, -0.34], [0.32, 1.10, 3.93], [-0.16, 0.07, -0.21], [-0.76, -0.63, -0.30], [-0.52, -1.91, 0.68], [0.24, -0.63, -0.97], [0.10, -0.67, 0.30], [0.23, 0.67, -0.27], [-0.07, -0.31, -0.97], [-0.12, -0.05, -0.65], [-2.28, 2.91, 2.01], [-1.77, 0.79, 0.34], [0.03, 2.35, 1.24], [1.01, -0.04, -0.54], [0.34, -0.17, -1.09], [-0.18, -0.05, 0.09], [1.98, -1.03, 0.37], [0.33, 0.43, -0.14], [-0.66, 0.32, -0.03], [0.46, 0.54, -0.33], [0.64, 2.52, -2.60], [0.98, -0.10, -0.03], [0.03, -0.40, -0.25], [-0.43, 0.59, 0.79], [1.64, -2.27, -0.53], [-0.18, -0.23, 0.08], [2.37, -1.98, -0.86], [-0.41, 0.51, -0.32], [-0.04, 0.05, 0.24], [-0.06, -0.22, -0.30], [0.15, -0.16, 0.14], [-1.12, 0.10, 0.64], [0.14, 0.07, -0.66], [-0.09, 0.64, 0.07], [-0.55, -1.79, -2.08], [1.26, 0.82, -2.20], [0.64, -0.17, 0.99], [0.55, -1.13, 1.03], [-0.22, -0.26, 0.11], [0.63, 0.61, -0.04], [-0.08, 0.00, 0.27], [-2.51, 4.13, 0.01], [0.23, -0.32, -0.17], [-0.26, -0.07, -0.17], [-0.36, -1.25, -5.05], [-0.01, 1.00, -0.16], [-0.78, 0.24, 0.35], [0.56, -0.23, -0.19], [0.01, 0.06, 0.30], [0.15, 0.44, 0.15], [0.22, -0.74, 0.30], [0.53, 0.23, 0.40], [0.58, -1.28, 0.12], [-0.36, 0.69, -0.37], [-0.51, -0.26, -1.34], [-0.08, 0.25, -0.05], [-0.64, -0.56, -0.54], [-0.91, -0.16, 0.07], [0.21, -0.47, -0.69], [-0.37, 0.11, -0.34], [0.46, -2.15, 3.26], [-0.95, -2.65, -0.50], [-0.09, -0.05, 0.11], [0.35, -0.43, 0.47], [0.01, 0.08, 0.83], [-0.16, -0.07, 0.17], [-0.50, 0.68, 0.95], [-1.08, 1.16, -1.52], [-0.37, -0.21, -0.10], [-0.29, -0.29, -0.38], [0.07, 0.36, 0.71], [0.45, -0.04, -0.17], [0.11, -0.11, 0.19], [0.16, 0.25, 0.40], [-0.35, 0.71, -0.07], [0.23, -0.11, -0.22], [-0.41, -1.19, 0.16], [0.36, -0.27, 0.32], [0.14, 1.02, 0.85], [-0.15, -0.04, -0.69], [0.87, -1.69, 1.26], [1.13, -2.88, -3.44], [0.53, 0.00, 0.60], [0.42, -0.18, -0.41], [-0.12, 0.63, 0.87], [-0.47, -0.84, 0.24], [2.61, 1.40, 1.88], [-0.31, 0.17, -0.20], [-0.06, -0.12, -0.51], [-0.72, -0.24, 0.55], [-0.49, -0.12, -0.24], [-0.67, -1.10, 2.54], [0.23, -0.64, 0.78], [0.18, 0.06, -0.58], [0.42, -0.37, -0.37], [-1.19, -0.42, 1.96], [-0.45, 1.97, -1.31], [-0.08, 1.01, 0.88], [-0.22, 0.71, -0.42], [0.76, 0.12, -1.30], [0.40, -1.42, -1.21], [0.25, -0.42, 0.15], [-0.17, -0.25, 0.53], [-1.49, 2.34, 4.23], [0.19, -0.25, 0.01], [-3.30, -0.36, -2.05], [1.58, -1.33, 0.69], [-0.44, 0.57, -0.60], [-0.14, 1.05, 0.18], [3.20, -4.76, -2.94], [0.86, -0.13, 5.45], [0.24, -0.34, -0.03], [0.82, -0.30, -0.56], [0.46, -0.42, 1.66], [-0.22, 0.35, -0.58], [-2.55, 0.00, 2.01], [-0.72, -0.56, -1.68], [0.02, 1.01, 1.57], [-0.90, 0.75, -0.57], [-0.18, 0.28, 0.43], [-0.34, -0.62, -2.82], [0.27, -0.30, -0.33], [-0.03, -0.03, 0.12], [1.67, 0.89, 0.08], [-1.73, 0.96, -3.03], [0.21, 0.41, -0.94], [0.66, 0.28, 0.53], [0.23, 0.17, 0.13], [-0.16, 0.10, 0.03], [-1.00, 1.24, 0.18], [-0.23, 0.32, -1.00], [0.10, 0.60, 0.08], [0.55, 0.97, 0.82], [0.17, -0.04, -0.63], [-2.26, -0.71, 0.30], [0.52, 0.79, 1.92], [-0.03, -1.89, 0.39], [1.31, 1.49, -0.30], [-1.29, 0.54, 1.75], [-1.01, 0.93, 0.37]], "mulliken_charge": [-0.301, -0.632, -0.579, -0.295, 0.284, 0.300, -0.665, 0.252, 0.289, 0.306, -0.639, 0.298, 0.754, 0.673, 0.809, -0.322, 0.270, 0.269, -0.624, -0.609, 0.324, 0.244, -0.335, 0.257, 0.243, -0.303, -0.529, 0.270, -0.574, 0.250, 0.272, 0.294, 0.303, 0.267, 0.257, 0.247, 0.739, 0.784, 0.259, -0.645, 0.212, -0.535, 0.198, -0.577, 0.303, 0.278, 0.809, 0.314, 0.283, 0.291, 0.285, -0.298, 0.309, 0.235, -0.592, 0.264, -0.576, 0.279, -0.675, -0.286, -0.310, 0.211, -0.687, -0.319, 0.282, 0.312, -0.610, 0.243, -0.644, -0.313, 0.250, 0.240, 0.263, 0.300, 0.304, 0.307, 0.202, 0.292, -0.297, 0.275, -0.544, -0.590, -0.658, 0.756, -0.313, 0.293, -0.291, -0.285, -0.294, 0.245, 0.313, 0.317, -0.619, 0.800, -0.637, 0.295, 0.249, -0.599, -0.267, -0.319, 0.257, -0.639, -0.571, 0.308, 0.288, 0.813, 0.323, 0.746, -0.286, -0.559, 0.317, -0.579, -0.290, 0.213, -0.297, -0.671, 0.279, -0.310, -0.620, -0.281, 0.295, 0.241, -0.578, 0.256, 0.251, -0.276, -0.280, 0.307, 0.289, 0.321, 0.270, 0.789, 0.281, 0.324, -0.309, 0.257, 0.817, -0.608, -0.604, -0.309, -0.656, -0.665]}

# 2
{"formula": "C12H33N3O15S3", "method": "the ωB97M-V functional and the def2-TZVPD basis", "s2": 0.753, "total_charge": -1, "spin_multiplicity": 2, "e_lumo_ev": [1.551, 1.526], "elements": ["H", "C", "C", "H", "H", "O", "S", "O", "H", "O", "C", "O", "H", "H", "O", "H", "O", "O", "H", "O", "O", "H", "C", "N", "H", "H", "H", "H", "O", "S", "H", "H", "H", "O", "C", "H", "H", "N", "H", "C", "N", "C", "C", "C", "C", "H", "H", "H", "H", "H", "H", "H", "H", "O", "H", "C", "O", "C", "H", "H", "H", "S", "H", "O", "O", "H"], "xyz": [[-3.047, 1.361, 2.544], [3.963, -1.780, 3.370], [3.790, 2.153, -1.645], [1.561, -2.021, -0.013], [2.768, -2.664, 1.624], [-1.562, -0.847, 3.267], [-3.255, -1.026, 3.413], [-1.424, 1.731, 0.040], [-0.767, 1.782, -3.600], [3.698, -0.238, 0.976], [-0.710, 2.228, -2.607], [-3.659, -0.985, 4.773], [4.604, 1.989, -0.938], [3.560, 1.204, -2.130], [-2.979, 0.950, -1.819], [-1.198, 0.054, -4.747], [-4.029, -0.862, -4.028], [-8.084, 0.458, -0.135], [-1.039, 3.266, -2.564], [5.193, -1.285, 2.793], [-3.635, -2.125, 2.573], [0.990, -0.690, 2.938], [0.525, -0.250, -0.758], [4.205, 3.252, -2.587], [4.179, -2.064, 4.400], [-2.069, -0.391, -6.178], [-1.883, -1.444, -4.581], [-0.030, -2.357, -0.654], [-5.937, 0.153, 0.112], [-1.630, 1.212, -1.323], [3.204, -1.014, 3.533], [1.179, 0.578, 4.224], [-4.764, 0.741, 2.708], [5.386, 3.523, -2.648], [-6.602, 1.081, -1.879], [4.121, -3.688, 2.246], [1.362, 0.359, -1.102], [-6.884, 0.539, -0.512], [0.327, 0.817, 2.677], [-3.739, 0.531, 2.403], [-3.373, 0.008, -4.588], [-0.871, -0.101, 4.173], [3.332, -2.980, 2.501], [0.515, 0.119, 3.492], [-2.070, -0.500, -5.093], [2.535, -3.476, 3.055], [5.108, -2.279, -0.218], [-0.792, -0.616, 5.130], [-7.437, 1.780, -1.925], [6.430, -1.009, -0.515], [-5.564, 1.409, -1.916], [2.890, 2.464, -1.115], [-6.744, 0.185, -2.484], [-3.672, 1.171, -4.764], [0.313, 1.890, -2.445], [5.862, -1.609, 0.196], [5.945, 0.842, 1.573], [0.886, -1.795, -0.838], [1.224, -2.054, -1.842], [6.599, -2.264, 0.659], [0.619, 0.132, 0.258], [5.114, -0.335, 1.375], [-1.370, 0.833, 4.431], [-0.783, -0.192, -1.419], [3.339, 3.844, -3.184], [-3.723, 0.304, 1.336]], "forces_ev_per_a": [[-0.08, -0.15, 0.50], [-1.42, -1.14, -1.15], [0.03, -0.14, 0.70], [0.38, -0.11, -0.45], [0.65, 0.44, -0.18], [-3.54, -2.02, -1.23], [1.01, 1.83, -3.74], [-0.06, -0.42, -2.01], [-1.42, 0.04, -0.01], [2.35, 0.38, 0.73], [-0.09, -1.89, 0.79], [0.22, 0.30, 0.84], [-0.06, 0.17, -0.16], [0.16, 0.34, -0.56], [2.57, 0.30, 1.35], [0.13, 0.99, 0.14], [-3.19, -2.58, 2.16], [2.24, 0.27, -0.67], [0.52, -0.21, 0.14], [-0.29, 1.49, -1.37], [0.68, 0.21, 0.80], [-0.33, -0.65, 0.75], [0.49, -2.08, 0.36], [-0.04, -0.23, 0.41], [0.59, -0.46, -0.29], [0.13, -0.73, -0.24], [-0.44, -0.47, -0.97], [-0.04, 0.08, 0.02], [0.21, -0.25, 0.91], [-1.24, 0.19, -0.74], [0.18, 0.37, -0.60], [0.27, -0.04, -0.20], [0.14, 0.15, 0.03], [0.22, -0.27, 0.03], [-0.95, -0.54, 1.00], [-0.14, -0.04, -0.04], [-0.35, 0.13, -1.66], [-1.58, -0.36, 0.27], [0.09, 0.44, 0.11], [0.17, -1.10, 0.93], [5.09, -2.64, -1.32], [1.96, 0.22, 0.89], [0.29, 1.16, 1.20], [-0.94, 1.20, 0.21], [-0.50, 0.79, 0.91], [0.33, -0.19, 0.51], [-0.31, 0.68, -0.03], [0.21, -0.30, 0.10], [0.52, 0.28, -0.99], [-0.44, -0.08, -0.36], [-0.31, 0.16, -0.15], [0.12, 0.21, -0.17], [0.08, 0.36, -0.48], [-1.31, 4.67, -0.75], [0.46, 1.27, 0.81], [0.55, 0.96, 0.77], [-1.10, -1.91, -0.42], [-0.84, 1.69, 0.42], [0.34, -0.04, 0.25], [-0.08, 0.39, 0.64], [-1.49, -0.46, 0.48], [-1.19, -2.06, 0.56], [0.11, 0.42, -0.36], [0.65, 1.58, 0.53], [-0.43, -0.09, -0.19], [0.06, -0.54, 0.23]], "mulliken_charge": [0.343, -0.094, -0.546, -0.620, -0.302, -0.265, 1.079, -0.601, 0.131, -0.326, -0.342, -0.616, 0.290, 0.242, -0.252, 0.022, -0.819, -0.583, 0.330, -0.402, -0.575, 0.033, 0.404, 0.961, 0.390, 0.340, 0.324, 0.418, -0.467, 0.822, 0.101, 0.428, 0.388, -0.572, -0.500, 0.335, -0.168, 0.803, 0.210, -0.761, 0.878, -0.356, -0.498, -0.845, -0.838, 0.395, 0.305, 0.319, 0.282, 0.391, 0.190, 0.166, 0.268, -0.831, 0.053, -0.975, -0.557, -0.373, 0.397, 0.366, -0.008, 0.930, 0.391, -0.247, -0.552, 0.165]}